# 1
Entry from the Open Molecules 2025 dataset: 2 unconnected molecules or ions with the total composition CH3O2 in a non-equilibrium geometry (ωB97M-V/def2-TZVPD).

The geometry in XYZ format:
```
6
Properties=species:S:1:pos:R:3
C 0.633 0.555 -0.446
O -0.500 -0.644 0.646
O 0.308 1.263 -1.282
H -1.188 -0.058 0.890
H -0.879 -1.285 0.141
H 1.626 0.170 0.051
```

Computed properties:
Charge: +1



# 2
Entry from the Open Molecules 2025 dataset: 2 unconnected molecules or ions with the total composition CH3O2S in a non-equilibrium geometry (ωB97M-V/def2-TZVPD).

The geometry in XYZ format:
```
7
Properties=species:S:1:pos:R:3
O -0.942 2.266 -0.562
C -0.593 1.080 -0.449
O -1.202 0.014 0.019
H 0.406 0.764 -0.905
H -0.159 -0.910 0.093
S 1.194 -1.477 0.245
H 1.296 -1.737 1.560
```

Computed properties:
Charge: -1



# 3
Entry from the Open Molecules 2025 dataset: 2 unconnected molecules or ions with the total composition CH3O3 in a non-equilibrium geometry (ωB97M-V/def2-TZVPD).

The geometry in XYZ format:
```
7
Properties=species:S:1:pos:R:3
O 2.054 -0.361 -0.001
H 1.228 0.067 0.367
O -1.328 -0.192 -1.232
C -1.315 0.410 -0.142
O -0.463 0.269 0.780
H -2.131 1.128 0.074
H 1.955 -1.321 0.154
```

Computed properties:
Charge: -1



# 4
Entry from the Open Molecules 2025 dataset: 2 unconnected molecules or ions with the total composition CH3O3PS in a non-equilibrium geometry (ωB97M-V/def2-TZVPD).

The geometry in XYZ format:
```
9
Properties=species:S:1:pos:R:3
O 0.055 4.050 2.103
S -0.310 2.833 1.504
P -0.677 1.198 2.858
O 0.756 1.631 2.016
H -0.941 0.479 1.708
C 0.132 0.644 -1.110
O -0.830 0.509 -0.388
H 1.021 -0.072 -0.967
H 0.088 1.464 -1.986
```

Computed properties:
Structure (SMILES): O=S1#[PH]O1.C=O



The calculation returns the following energy above the lowest of the compared OMol25 structures with the same formula, charge and spin values, one per record and in order: 89.3; 51.6; 21.0; 358.4 kJ/mol.
The calculation returns the following E_LUMO values, one per record and in order: -6.409; 3.844; 4.647; 0.001 eV.
The calculation returns the following Kohn-Sham gap values, one per record and in order: 12.852; 8.375; 8.960; 9.349 eV.